# 1
96
Properties=species:S:1:pos:R:3:forces:R:3 method="wB97M-V/def2-TZVPD" gap_ev="9.670 / 9.636" charge=+1
Fe 0.165948 0.605112 0.166896 1.02 0.26 0.65
C -0.872200 4.225748 2.108044 0.03 -0.01 0.01
C -1.195313 2.941628 1.660484 0.01 0.00 -0.01
N -0.122120 2.344751 1.156081 -0.20 -0.09 -0.21
N 0.903405 3.209391 1.273637 0.05 -0.04 0.01
C 0.480861 4.345956 1.845746 -0.01 0.02 0.03
B 2.330082 2.765352 0.871175 0.00 0.04 -0.01
N 2.642627 1.456754 1.622297 -0.09 0.03 0.02
C 3.657495 1.133255 2.437987 0.01 -0.01 -0.03
C 3.531416 -0.199210 2.778241 0.01 0.01 -0.02
C 2.381703 -0.618015 2.102097 0.02 -0.01 -0.02
N 1.851832 0.387092 1.417240 -0.32 -0.02 -0.18
N 2.312771 2.437150 -0.633364 -0.07 0.05 0.00
C 3.058567 2.917888 -1.639397 0.03 -0.03 0.00
C 2.667297 2.291871 -2.807128 0.01 0.01 0.02
C 1.648317 1.425285 -2.406715 -0.04 0.09 -0.02
N 1.440681 1.524969 -1.099726 -0.03 -0.15 -0.06
H -1.518185 4.944571 2.580707 0.00 0.00 -0.01
H -2.142470 2.430139 1.675032 0.01 0.02 -0.02
H 1.173904 5.146892 2.042507 0.00 0.00 0.00
H 3.130172 3.618608 1.121543 0.00 0.00 0.00
H 4.398895 1.867009 2.706094 0.00 0.00 0.01
H 4.179156 -0.779760 3.410836 0.00 0.00 0.00
H 1.932966 -1.594822 2.054659 -0.06 -0.07 0.00
H 3.809571 3.666556 -1.451529 0.01 0.00 -0.01
H 3.055645 2.444824 -3.798157 0.00 0.01 0.00
H 1.044339 0.762417 -3.003674 0.09 0.23 0.10
N -1.399966 6.250556 -1.265019 0.04 0.01 -0.01
C -1.824682 5.701534 -2.430785 -0.02 -0.01 0.00
O -2.214825 6.374928 -3.362410 0.01 0.00 0.00
C -1.812603 4.199448 -2.529750 0.03 0.02 0.02
C -2.333082 3.618293 -3.677012 -0.01 -0.02 -0.01
C -2.321822 2.239264 -3.784573 0.02 0.02 -0.02
C -1.809860 1.492299 -2.735456 0.00 0.03 -0.01
N -1.312013 2.034403 -1.621067 -0.19 -0.12 -0.10
C -1.305777 3.363854 -1.545898 0.12 -0.01 0.01
H -1.385805 7.254582 -1.210020 -0.01 0.00 0.00
H -1.061320 5.716873 -0.485501 -0.03 -0.01 0.01
H -2.726341 4.259024 -4.454849 0.00 0.00 0.00
H -2.706737 1.742459 -4.664452 0.00 0.00 0.00
H -1.794617 0.410643 -2.779036 -0.03 0.02 0.03
H -0.847997 3.770046 -0.654252 -0.01 0.00 0.03
C -2.506882 -1.777816 -0.451632 0.01 0.07 0.00
O -2.043655 -0.442342 -0.615565 -0.13 -0.09 -0.03
H -3.482293 -1.914900 -0.924465 0.00 -0.01 0.02
H -2.573444 -2.052267 0.602857 0.02 -0.02 0.04
H -1.784245 -2.424200 -0.942719 -0.01 -0.01 -0.01
H -2.690511 0.159284 -0.233194 0.02 0.03 -0.02
C -0.402133 -4.035830 -3.026023 -0.06 0.06 0.02
N 0.142712 -2.735092 -2.670752 0.19 -0.06 -0.10
C 0.162430 -1.782598 -3.773908 -0.03 -0.02 0.07
P 1.104508 -2.419676 -1.361861 -0.06 -0.03 0.02
O 0.711796 -1.183697 -0.636044 -0.31 -0.07 0.07
N 2.649264 -2.281844 -1.913583 -0.11 0.11 -0.31
C 3.574730 -1.276121 -1.401271 0.03 -0.10 0.09
C 3.120405 -2.951326 -3.116457 0.04 -0.01 0.05
N 0.957382 -3.759304 -0.404891 0.19 0.19 0.06
C 1.839761 -4.902304 -0.598255 -0.03 -0.01 -0.04
C 0.260603 -3.743570 0.868900 -0.03 -0.01 0.05
H -1.394161 -3.900091 -3.462515 -0.01 -0.01 0.00
H -0.500337 -4.660957 -2.142886 0.02 0.00 0.00
H 0.218951 -4.553777 -3.766318 0.00 0.00 0.00
H -0.854728 -1.615550 -4.134766 -0.01 0.01 0.00
H 0.766947 -2.141836 -4.612734 0.00 -0.01 -0.01
H 0.568092 -0.829182 -3.437554 -0.09 -0.28 -0.07
H 3.168800 -0.808351 -0.509012 -0.01 0.02 0.01
H 3.748635 -0.499628 -2.152390 0.01 -0.02 0.02
H 4.530548 -1.744366 -1.155094 0.01 0.01 0.02
H 2.386761 -3.665158 -3.486373 -0.02 0.02 0.01
H 4.044589 -3.495624 -2.907131 0.00 -0.01 -0.01
H 3.325485 -2.227638 -3.911545 0.01 0.01 0.01
H 2.091102 -5.036191 -1.649535 0.01 0.02 0.01
H 1.328206 -5.808254 -0.268463 0.00 -0.01 -0.01
H 2.770368 -4.799816 -0.031283 -0.01 -0.01 0.01
H -0.193110 -2.769608 1.038365 -0.02 0.05 0.00
H 0.955701 -3.955846 1.689411 0.00 0.04 -0.01
H -0.519553 -4.511416 0.889392 -0.01 0.02 0.02
O -1.045098 -0.178707 1.943909 -0.05 -0.22 -0.02
C -1.172405 -0.143191 3.160984 0.12 0.13 -0.07
C -0.545396 -1.124800 4.105143 -0.07 -0.03 -0.02
C -1.607929 -2.241112 4.275691 0.02 0.02 0.03
C -3.046266 -1.798081 4.608717 0.01 -0.01 -0.01
C -3.804936 -1.079076 3.476274 0.00 0.00 0.01
C -3.494315 0.422430 3.373993 0.00 -0.01 0.04
N -2.098314 0.681063 3.760642 -0.03 0.07 -0.01
H -0.342639 -0.653982 5.069417 0.01 0.02 -0.01
H 0.382475 -1.527864 3.710873 0.00 -0.02 -0.02
H -1.258312 -2.912812 5.060927 0.00 0.00 -0.01
H -1.639312 -2.825420 3.352636 0.01 -0.03 -0.05
H -3.055208 -1.189922 5.520233 0.00 0.00 0.00
H -3.600193 -2.703840 4.859382 0.00 0.00 0.00
H -4.879894 -1.206551 3.612457 0.00 0.00 0.00
H -3.556094 -1.567789 2.531749 0.00 -0.02 -0.04
H -4.117753 0.995138 4.059134 -0.01 0.01 -0.02
H -3.683491 0.801425 2.369705 0.02 -0.01 -0.01
H -2.007603 0.670327 4.765935 0.00 -0.04 0.00

***

# 2
103
Properties=species:S:1:pos:R:3:forces:R:3 method="wB97M-V/def2-TZVPD" gap_ev=8.120 smiles="CCSC[C@@]1(CCCCCN)[C@@H](CNC)C[C@H](Cl)[N@@+](COC)(C(=O)[O-])[C@]1(CSCC)C(F)(F)C(F)(F)C(F)(F)F.O=S1(=O)OCCO1.O=S1(=O)OCCO1"
C -2.396881 -1.694507 -3.528137 0.97 0.21 0.58
C -1.074422 -2.001898 -2.683763 1.25 -0.27 -1.03
S -1.144768 -1.457770 -0.906731 -0.98 -1.07 0.36
C 0.224143 -0.302852 -0.588523 1.11 1.18 -3.11
C 0.638497 0.365567 0.788389 -0.18 1.45 -1.18
C 1.563039 1.577419 0.171401 1.72 0.42 -0.50
C 1.002412 2.992557 -0.207021 -0.42 1.43 -0.72
C 0.304252 3.203169 -1.639626 -0.35 1.16 0.04
C -0.261087 4.735032 -1.630716 -0.99 -1.32 -0.10
C -1.691515 4.721478 -0.850258 1.82 -0.36 1.22
N -2.580343 5.865737 -1.221407 -0.90 -1.28 0.85
C -0.681754 1.038892 1.388673 -0.64 2.16 1.08
C -2.081330 0.327987 1.563667 -2.36 1.11 -0.75
N -2.297481 -1.025813 2.056722 -1.12 -0.61 0.13
C -3.598392 -1.540040 1.470785 -0.73 0.46 0.76
C -0.338784 1.910399 2.736323 -0.14 -1.17 -0.21
C 0.906407 1.281555 3.498630 -1.79 4.00 1.85
Cl 2.291924 2.483512 3.368451 0.13 -1.00 -0.41
N 1.155426 -0.191995 3.296734 1.15 0.63 0.44
C 2.197829 -0.496155 4.340183 1.51 -0.94 4.77
O 2.435212 -1.886373 4.637790 -0.06 0.90 -0.51
C 2.275690 -2.135078 6.058822 -0.40 0.52 1.39
C -0.019878 -0.841458 3.978267 -9.21 -7.32 5.96
O -0.869578 -0.232350 4.752177 3.89 2.56 -3.08
O -0.355171 -2.184973 4.119358 4.54 4.37 -3.24
C 1.483277 -0.582905 1.859155 -0.46 -1.83 -3.41
C 1.010667 -2.114671 1.534451 -1.99 2.19 4.12
S 1.410317 -3.267317 0.301539 0.28 -3.03 -0.22
C 2.076772 -3.134753 -1.326272 2.48 1.11 -3.92
C 2.138280 -4.618805 -2.006925 -1.61 -0.11 1.33
C 3.036308 -0.733147 1.531498 2.51 3.36 -1.41
F 3.261038 -0.746688 0.102904 -1.53 -0.29 3.06
F 3.860896 0.412779 1.916861 -2.25 -1.30 -0.50
C 4.071589 -1.779195 2.059597 6.23 0.02 0.36
F 5.237864 -1.529173 1.186344 -2.65 -0.56 0.72
F 4.809666 -1.414393 3.260744 -3.30 -0.49 -1.50
C 4.138753 -3.341134 2.037815 2.84 -4.18 0.26
F 3.243266 -4.112314 2.762743 1.24 2.10 -2.14
F 5.395533 -3.697118 2.659923 -2.64 1.12 -1.02
F 4.398135 -3.836610 0.719914 -1.67 1.18 3.00
H -3.235109 -2.336448 -3.098945 0.95 1.06 -0.68
H -2.189184 -1.990090 -4.617883 -0.46 0.48 1.59
H -2.606926 -0.568578 -3.433390 -0.01 -1.78 -0.30
H -0.874058 -3.132243 -2.720680 -0.31 1.72 0.33
H -0.131026 -1.515050 -3.133359 -1.55 -0.50 0.42
H 1.143930 -0.670355 -1.185179 -1.25 0.40 1.38
H -0.109096 0.588014 -1.255313 0.80 -1.09 1.46
H 2.060737 1.223954 -0.816483 -0.94 0.23 1.69
H 2.470429 1.824164 0.798222 -1.26 -0.65 -0.31
H 0.306642 3.511546 0.545162 1.05 -1.13 -0.80
H 1.900261 3.723704 -0.259677 -1.19 -1.34 0.20
H -0.622822 2.567448 -1.819165 1.33 0.44 0.27
H 1.037532 3.052308 -2.511491 -1.00 0.11 1.38
H 0.513381 5.367625 -1.083106 -1.22 -0.47 -0.89
H -0.495210 5.119429 -2.678693 0.71 -0.47 1.34
H -1.405083 4.814923 0.266180 -0.68 -0.10 -1.57
H -2.204299 3.691321 -0.933502 0.77 1.51 -0.18
H -3.010641 6.167065 -0.323747 0.35 0.00 -0.97
H -3.380724 5.425007 -1.718090 0.71 0.70 0.21
H -1.036035 1.890799 0.675995 1.11 -1.65 0.77
H -2.722414 1.038640 2.227498 1.17 -0.65 -0.99
H -2.668611 0.374691 0.563201 1.43 0.03 1.33
H -2.557030 -0.958293 3.061453 1.05 -0.25 -0.74
H -3.594198 -1.581833 0.338685 0.18 0.03 1.46
H -3.883947 -2.554709 1.912918 0.68 1.34 -0.66
H -4.409205 -0.793726 1.830275 0.77 -1.15 -0.86
H -0.111565 2.998432 2.527506 -0.01 -1.45 -0.01
H -1.233071 1.923810 3.463192 1.48 -0.40 -1.19
H 0.688013 1.544312 4.601714 0.21 -1.73 -1.84
H 3.181908 0.053651 4.279307 -1.22 -0.54 -1.04
H 1.745059 -0.142945 5.348019 0.33 0.16 -2.03
H 2.919444 -1.398003 6.664800 -0.73 -1.02 -0.92
H 2.588509 -3.178350 6.376118 -0.33 1.24 -1.05
H 1.187370 -1.970004 6.379726 1.36 -0.32 -0.67
H 1.348314 -2.645321 2.511041 -0.69 0.43 -1.63
H -0.143648 -2.089344 1.631895 1.70 0.11 -0.22
H 1.575401 -2.484091 -2.138727 0.31 -0.80 1.74
H 3.176777 -2.782464 -1.337304 -1.76 -0.34 0.28
H 1.324631 -5.220224 -1.447865 1.34 0.56 -0.93
H 3.140169 -5.127910 -1.854176 -1.29 0.75 -0.31
H 1.786572 -4.598776 -3.097446 0.86 0.17 1.57
C -0.883920 9.242327 -5.078109 -0.42 0.39 -0.27
C -2.045835 8.277554 -4.900983 0.06 0.10 0.73
O -1.796282 7.223671 -5.832131 0.77 0.16 -0.44
S -0.193891 7.024655 -5.990336 -0.08 -0.03 0.14
O 0.210660 5.945625 -5.137308 -0.07 0.74 -0.83
O 0.134144 7.079548 -7.381540 -0.21 -0.31 0.97
O 0.261560 8.417344 -5.294478 -0.29 -0.80 -0.03
H -1.023211 9.870756 -5.962218 -0.03 -0.01 0.06
H -0.737010 9.875865 -4.203030 0.19 -0.20 -0.05
H -3.009580 8.746086 -5.099353 0.09 -0.19 -0.22
H -2.051510 7.846192 -3.895267 -0.02 0.08 0.00
C -3.143154 -7.767088 -0.349578 0.00 -0.62 -0.13
C -1.626766 -7.874284 -0.311341 -0.04 0.11 0.70
O -1.177608 -7.177101 -1.473917 -0.71 0.33 -0.46
S -2.203354 -5.961102 -1.791543 0.03 -0.11 0.21
O -1.657266 -4.757136 -1.240573 -0.56 -0.74 -0.60
O -2.624622 -6.068688 -3.155023 0.46 0.29 0.83
O -3.416046 -6.451083 -0.832820 0.75 0.34 -0.22
H -3.572349 -8.484785 -1.054292 0.04 0.00 0.06
H -3.591765 -7.912299 0.633452 -0.01 0.26 -0.11
H -1.282231 -8.908043 -0.325533 0.05 0.15 -0.26
H -1.216953 -7.366697 0.566760 -0.05 -0.07 0.00

***

# 3
94
Properties=species:S:1:pos:R:3:forces:R:3 method="wB97M-V/def2-TZVPD" gap_ev=3.024
C 0.840333 -0.606883 4.251473 0.03 0.91 1.14
C 2.154240 -1.212820 3.799313 -0.09 -0.58 1.03
C 1.774575 -2.444357 3.031283 -0.24 0.45 -3.91
C 2.791953 -2.904407 1.945423 1.13 -0.36 1.57
C 3.286461 -1.782614 1.006131 -2.81 -0.91 0.42
C 3.736667 -0.504868 1.698098 1.01 -0.89 -1.53
N 2.805032 -0.215914 2.838377 1.44 7.54 1.83
O 2.759171 1.088697 3.127570 -0.37 -7.92 -1.35
C 3.734685 0.609379 0.617652 0.35 1.29 0.93
C 5.143299 -0.814034 2.326510 -0.75 -0.38 1.12
C 3.061009 -1.647621 4.988396 0.28 0.58 0.63
H 0.260675 -1.376920 4.760205 -0.07 -0.22 -0.45
H 0.298885 -0.170024 3.413065 -0.14 -0.23 0.00
H 0.958928 0.143440 5.034303 0.24 0.27 -0.21
H 1.005010 -2.025770 2.376052 -0.73 -0.47 0.08
H 1.309565 -3.242418 3.605655 0.42 0.18 0.31
H 2.402273 -3.752483 1.383549 -0.27 0.28 -0.15
H 3.646864 -3.333382 2.474939 0.28 -0.12 -0.04
H 2.378321 -1.456804 0.492810 0.01 -0.18 -0.56
H 3.950924 -2.227114 0.267401 0.42 0.61 0.16
H 2.759968 1.010481 0.337908 -0.39 -0.80 0.05
H 4.268645 0.313847 -0.284609 -0.11 -0.52 0.17
H 4.220167 1.532459 0.939242 0.37 -0.19 0.35
H 5.376149 -0.092043 3.108412 0.50 0.23 -0.39
H 5.932346 -1.036497 1.609583 -0.24 0.94 -0.45
H 5.097547 -1.782925 2.826561 -0.34 0.05 0.25
H 3.313512 -0.868493 5.708835 0.20 0.47 -0.48
H 3.960400 -2.210132 4.741297 -0.03 0.24 -0.41
H 2.497417 -2.320632 5.636101 -0.51 -0.14 -0.50
N -0.928117 0.341017 0.330373 1.35 1.15 -0.64
O -0.798218 1.263249 -0.512795 -0.15 -0.59 0.27
O 0.083877 -0.313206 0.676752 0.05 -0.15 0.19
O -2.023859 0.116334 0.828548 -0.57 -0.59 0.62
C -7.091084 1.699198 3.182335 0.77 1.26 -0.59
C -6.095352 2.174643 2.343093 0.65 -0.17 -0.85
C -5.039084 1.351142 1.976161 -0.07 -0.76 0.38
C -5.006179 0.013261 2.407235 0.67 1.56 -0.36
C -5.952993 -0.402148 3.298045 -0.38 -0.69 1.07
C -6.970691 0.448631 3.724071 -0.59 -0.04 -1.00
O -7.994800 0.049680 4.546206 -0.17 -0.81 1.04
O -4.049596 1.828187 1.197409 -0.33 0.89 -0.09
H -7.906460 2.372417 3.406119 -0.20 -0.25 0.28
H -6.069797 3.138875 1.854288 -0.39 0.28 0.34
H -4.139187 -0.524924 2.049430 -0.19 -0.66 0.27
H -5.894176 -1.385077 3.745607 -0.13 -0.16 -0.10
H -8.760598 -0.212412 4.029722 0.06 0.00 -0.11
H -3.238447 1.308425 1.292177 0.08 -0.29 -0.42
C 2.467166 6.081821 -0.664545 -0.72 -1.09 -0.26
C 1.440664 5.496055 -1.415260 0.86 0.35 -0.54
C 0.943858 4.240629 -1.106469 -0.91 0.01 -1.02
C 1.419899 3.584393 -0.019334 0.77 -0.58 1.61
C 2.371060 4.175132 0.799467 -0.09 0.14 0.19
C 2.899754 5.404099 0.474752 0.50 1.38 0.23
O 3.867991 5.946009 1.321601 0.02 -0.68 0.04
O -0.019336 3.642916 -1.879987 0.48 0.64 -0.01
H 2.920728 6.981167 -1.055442 0.08 0.17 0.37
H 1.173126 5.963327 -2.352717 -0.34 0.05 0.04
H 1.042486 2.609592 0.258026 -0.22 -0.05 -0.12
H 2.636496 3.729894 1.748128 0.22 -0.14 -0.04
H 3.834700 6.902706 1.391138 -0.29 0.01 -0.35
H -0.279599 2.845352 -1.401895 -0.34 -0.30 -0.06
C 1.536343 -4.210776 -4.768760 0.10 -1.14 1.00
O 1.150788 -2.889145 -4.613375 0.26 2.69 -0.27
P 2.084548 -1.567996 -4.634995 -1.55 -0.15 -0.51
O 3.505232 -1.758470 -4.386937 0.74 -0.41 -0.47
O 1.362077 -0.710621 -3.545228 -0.85 0.08 0.44
C 1.567215 0.679603 -3.311336 0.62 1.09 -1.08
O 1.643360 -0.792563 -5.984842 0.09 -0.50 1.58
C 2.233758 -1.010467 -7.244012 0.57 0.35 -0.39
H 0.636456 -4.764039 -4.498443 0.09 -0.29 -0.34
H 2.275628 -4.457024 -4.004524 0.31 -0.15 -0.26
H 1.884072 -4.491727 -5.762885 -0.01 0.23 -0.04
H 1.843543 1.202234 -4.229752 0.14 -0.31 -0.32
H 2.404648 0.875288 -2.642232 -0.25 -0.35 0.39
H 0.667994 1.224894 -3.029500 -0.16 -0.76 0.57
H 3.158673 -1.584494 -7.177187 -0.10 -0.20 0.04
H 2.510383 -0.024511 -7.618210 -0.09 -0.07 -0.24
H 1.514035 -1.477577 -7.915558 0.07 -0.07 0.04
C -1.144141 -2.765172 -1.544326 -0.14 0.27 -0.89
O -2.426397 -2.561858 -2.198642 0.23 0.14 1.70
C -2.974318 -1.224274 -1.962889 1.04 -0.80 -1.63
C -4.176225 -0.993074 -2.862126 -0.91 0.55 1.08
O -5.446101 -1.370393 -2.278097 -0.01 0.50 0.43
C -5.990470 -0.540679 -1.220037 0.60 -0.18 -0.39
H -0.775215 -3.786076 -1.651535 -0.69 -0.29 -0.33
H -1.083343 -2.569107 -0.472730 -0.55 0.42 0.05
H -0.391715 -2.172976 -2.069194 0.05 0.39 0.17
H -2.198921 -0.544919 -2.325835 0.13 0.28 0.08
H -3.168367 -0.923221 -0.933495 -0.09 -0.62 0.18
H -4.137954 -1.471837 -3.839548 0.25 -0.42 0.27
H -4.152966 0.077814 -3.079597 -0.34 0.27 0.09
H -5.327520 -0.372827 -0.369571 0.38 -0.31 -0.09
H -6.878991 -1.027913 -0.820810 0.05 -0.22 -0.28
H -6.275362 0.464372 -1.537567 0.00 0.01 -0.51

***

no.,E_tot (a.u.)
1,-3684.3138
2,-4839.6652
3,-2600.2612